Density functional theory data (wB97M-V/def2-TZVPD) for a structure of composition C35H26F2N6O8Ti at a distorted geometry.

Values from the calculation:
- max |F| (Eh/bohr) = 0.02259
- relative energy (zero: lowest compared OMol25 entry of this formula, charge and spin) (eV) = 0.900
- DFT total energy (eV) = -90584.609
- HOMO-LUMO gap (eV) = 8.098
- multiplicity = 1

Last column: Löwdin charge in e.
Atoms and positions in Å:
Ti  0.121  -0.435  0.513  1.09
O  -2.154  1.634  -1.477  0.12
C  -1.913  0.519  -1.073  -0.53
O  -0.716  -0.034  -1.095  -0.11
C  -2.989  -0.362  -0.496  -0.03
C  -4.285  -0.220  -0.925  0.08
C  -5.268  -1.085  -0.461  -0.13
C  -4.951  -2.122  0.393  0.09
C  -3.653  -2.287  0.834  -0.03
C  -2.623  -1.367  0.455  -0.22
O  -1.442  -1.411  0.970  -0.17
N  -3.389  -3.430  1.700  -0.33
O  -4.355  -4.046  2.114  0.08
O  -2.237  -3.749  1.935  0.09
N  -6.644  -0.921  -0.903  -0.36
O  -7.475  -1.701  -0.476  0.08
O  -6.883  -0.010  -1.674  0.08
H  -4.540  0.560  -1.629  0.14
H  -5.714  -2.818  0.708  0.13
F  5.422  -2.060  0.235  0.08
C  4.518  -1.076  0.111  -0.27
C  3.206  -1.317  0.465  -0.04
C  2.236  -0.321  0.356  -0.12
C  2.660  0.958  -0.082  -0.10
C  3.989  1.141  -0.465  -0.21
F  4.424  2.325  -0.935  0.07
C  4.932  0.138  -0.393  0.08
C  1.652  2.035  -0.039  -0.17
C  1.872  3.362  -0.398  0.02
C  0.863  4.294  -0.227  -0.02
C  -0.347  3.897  0.311  -0.02
C  -0.503  2.565  0.631  -0.10
N  0.456  1.657  0.458  0.01
H  2.970  -2.309  0.833  0.11
H  5.953  0.301  -0.705  0.14
H  2.820  3.675  -0.797  0.11
H  1.032  5.327  -0.502  0.12
H  -1.156  4.594  0.468  0.12
H  -1.432  2.222  1.064  0.12
C  4.640  -4.836  -4.567  -0.07
C  3.183  -4.496  -4.867  -0.19
N  2.549  -3.848  -3.714  -0.05
C  2.800  -2.422  -3.565  -0.20
C  1.779  -1.578  -4.329  -0.06
C  1.730  -4.600  -2.933  -0.40
O  1.387  -5.736  -3.223  0.07
C  1.334  -4.070  -1.576  -0.06
C  1.459  -4.980  -0.523  0.04
C  1.136  -4.595  0.765  0.00
C  0.707  -3.297  0.978  -0.11
N  0.564  -2.434  -0.028  -0.04
C  0.845  -2.812  -1.276  -0.04
H  5.074  -5.395  -5.396  0.08
H  4.700  -5.451  -3.668  0.08
H  5.239  -3.938  -4.409  0.07
H  2.626  -5.402  -5.080  0.11
H  3.111  -3.833  -5.731  0.12
H  3.796  -2.222  -3.962  0.12
H  2.819  -2.144  -2.512  0.10
H  1.845  -1.780  -5.398  0.08
H  1.960  -0.515  -4.167  0.08
H  0.762  -1.813  -4.010  0.07
H  1.804  -5.981  -0.740  0.13
H  1.217  -5.283  1.593  0.12
H  0.450  -2.938  1.967  0.13
H  0.641  -2.075  -2.042  0.11
N  -0.443  1.100  7.819  0.15
C  -0.329  0.826  6.708  -0.19
C  -0.201  0.513  5.318  -0.24
C  -1.286  0.718  4.463  -0.02
C  -1.148  0.447  3.115  -0.10
C  0.049  -0.021  2.556  -0.19
C  1.110  -0.232  3.443  -0.08
C  0.993  0.020  4.802  -0.03
H  -2.226  1.076  4.861  0.12
H  -2.021  0.591  2.484  0.10
H  2.061  -0.597  3.069  0.09
H  1.826  -0.160  5.469  0.12